No. 1
Density functional theory data (ωB97M-V with the def2-TZVPD basis set) for C11H20AlN4P as an isolated structure at a distorted geometry.

Calculated values
spin multiplicity = 1
E_LUMO (spin up / spin down) = 0.30 / 0.37 eV
orbital gap (spin up / spin down) = 4.34 / 4.39 eV
energy relative to the best compared isomer or geometry (same formula, charge and spin) = 0.0851 eV
highest occupied orbital energy (spin up / spin down) = -0.1482 / -0.1479 Ha

Element x y z (Å)
C1 -1.797 3.164 -0.333
C2 -1.745 2.932 -1.704
C3 -2.269 1.628 -1.981
C4 -2.729 1.060 -0.775
C5 -2.396 1.952 0.352
Al1 -0.559 1.312 0.955
P1 0.491 2.588 2.495
H1 -1.630 4.118 0.184
H2 -1.367 3.634 -2.436
H3 -2.280 1.139 -2.951
H4 -3.064 2.063 1.208
H5 -3.209 0.083 -0.612
H6 -0.316 2.794 3.666
H7 0.784 3.899 1.998
H8 1.736 2.015 2.930
C6 -0.453 -1.079 -1.019
N1 0.109 -0.278 0.106
C7 1.525 0.055 -0.276
N2 2.341 -1.181 -0.473
C8 1.731 -1.974 -1.563
N3 0.328 -2.322 -1.257
C9 0.330 -3.144 -0.029
N4 0.910 -2.410 1.123
C10 0.091 -1.173 1.340
C11 2.297 -2.006 0.761
H9 -0.406 -0.478 -1.936
H10 -1.488 -1.369 -0.796
H11 2.022 0.647 0.499
H12 1.515 0.592 -1.231
H13 2.308 -2.906 -1.676
H14 1.762 -1.390 -2.494
H15 -0.706 -3.418 0.212
H16 0.939 -4.043 -0.209
H17 0.521 -0.661 2.205
H18 -0.939 -1.501 1.534
H19 2.887 -2.915 0.590
H20 2.723 -1.428 1.590

=====

No. 2
Density functional theory data (ωB97M-V with the def2-TZVPD basis set) for C11H20Br2ClInNO3 as an isolated structure.

Calculated values
net charge = -1
spin multiplicity = 1
E_LUMO = 2.58 eV
orbital gap = 8.20 eV
highest occupied orbital energy = -0.2066 Ha

Element x y z (Å)
C1 -1.821 2.498 0.254
C2 -0.989 1.333 -0.270
N1 -1.246 1.083 -1.698
C3 -0.486 -0.047 -2.281
C4 0.934 -0.209 -1.740
In1 1.157 -1.379 0.106
O1 2.250 -3.059 -0.342
C5 -0.793 -2.152 0.893
C6 -0.487 -3.316 1.723
O2 0.069 -3.402 2.763
Cl1 -1.062 -4.900 0.950
C7 2.261 -0.371 1.791
Br1 1.050 0.307 3.183
C8 3.235 0.676 1.344
C9 2.650 2.010 0.883
Br2 4.649 1.023 2.732
C10 -2.654 0.950 -1.942
C11 -3.407 -0.147 -1.212
O3 -3.221 1.693 -2.693
H1 -1.982 3.232 -0.538
H2 -1.295 2.992 1.072
H3 -2.793 2.177 0.637
H4 -1.165 0.440 0.347
H5 0.064 1.582 -0.183
H6 -0.453 0.137 -3.362
H7 -1.038 -0.991 -2.148
H8 1.432 0.763 -1.678
H9 1.491 -0.786 -2.486
H10 2.978 -3.173 0.273
H11 -1.460 -2.417 0.079
H12 -1.232 -1.378 1.527
H13 2.805 -1.169 2.295
H14 3.824 0.233 0.540
H15 3.230 2.852 1.253
H16 2.655 2.060 -0.208
H17 1.627 2.123 1.243
H18 -4.470 -0.021 -1.400
H19 -3.095 -1.129 -1.569
H20 -3.210 -0.117 -0.139

=====

No. 3
Density functional theory data (ωB97M-V with the def2-TZVPD basis set) for C11H20Cl2O3Ti as an isolated structure at a distorted geometry.

Calculated values
net charge = -2
spin multiplicity = 1
E_LUMO = 4.19 eV
orbital gap = 3.82 eV
energy relative to the best compared isomer or geometry (same formula, charge and spin) = 0.0000 eV
highest occupied orbital energy = 0.0135 Ha

Element x y z (Å)
C1 -0.798 -0.495 -1.442
C2 -1.734 -0.513 -0.369
C3 -1.206 -1.325 0.663
C4 -3.049 0.148 -0.333
C5 0.016 -1.873 0.203
C6 0.283 -1.345 -1.087
C7 1.473 -1.641 -1.902
C8 -0.941 0.220 -2.720
C9 -1.830 -1.572 1.979
C10 0.888 -2.785 0.967
Ti1 1.071 1.450 0.273
Cl1 -3.358 3.150 2.190
Cl2 -0.879 2.516 -0.159
O1 1.643 -0.069 1.213
H1 -3.151 0.903 -1.123
H2 -3.247 0.668 0.622
H3 -3.837 -0.611 -0.483
H4 -2.384 -0.686 2.332
H5 -1.080 -1.847 2.737
H6 -2.543 -2.412 1.895
H7 0.914 -2.518 2.036
H8 1.922 -2.774 0.591
H9 0.518 -3.823 0.894
H10 2.363 -1.792 -1.270
H11 1.703 -0.837 -2.616
H12 1.327 -2.569 -2.484
H13 -1.450 1.188 -2.598
H14 -1.534 -0.393 -3.421
H15 0.034 0.426 -3.189
H16 2.297 0.115 1.921
O2 2.081 1.589 -1.233
H17 2.962 1.416 -1.689
C11 2.345 3.652 1.492
O3 1.472 2.559 1.594
H18 1.827 4.506 1.018
H19 3.290 3.471 0.958
H20 2.591 3.904 2.538

=====

No. 4
Density functional theory data (ωB97M-V with the def2-TZVPD basis set) for C11H20F6GaO5 as an isolated structure.

Calculated values
net charge = -1
spin multiplicity = 1
E_LUMO = 2.33 eV
orbital gap = 7.01 eV
highest occupied orbital energy = -0.1719 Ha

Element x y z (Å)
C1 -0.047 -1.376 -3.636
C2 1.167 -1.498 -2.708
O1 0.800 -1.138 -1.354
C3 2.313 -0.594 -3.113
Ga1 1.934 1.426 -3.119
H1 0.235 -0.987 -4.616
H2 -0.755 -0.658 -3.218
H3 -0.557 -2.335 -3.785
H4 1.475 -2.556 -2.672
H5 0.043 -1.676 -1.107
H6 2.651 -0.883 -4.116
H7 3.156 -0.784 -2.438
H8 2.234 2.016 -1.648
H9 0.407 1.751 -3.542
H10 2.956 2.130 -4.168
C4 -4.955 -0.715 2.496
C5 -5.166 -0.495 1.017
O2 -4.126 -1.151 0.248
C6 -4.288 -2.439 0.019
O3 -5.201 -3.136 0.356
C7 -3.099 -2.965 -0.825
F1 -1.935 -2.547 -0.320
F2 -3.204 -2.517 -2.079
F3 -3.095 -4.294 -0.850
H11 -3.969 -0.364 2.797
H12 -5.705 -0.151 3.053
H13 -5.059 -1.768 2.750
H14 -5.069 0.552 0.740
H15 -6.129 -0.878 0.683
C8 3.838 0.530 1.428
C9 2.847 1.637 1.177
O4 2.360 2.193 2.450
C10 3.136 3.051 3.058
O5 4.220 3.454 2.744
C11 2.446 3.550 4.356
F4 1.921 2.543 5.069
F5 1.451 4.400 4.059
F6 3.313 4.192 5.137
H16 3.396 -0.254 2.043
H17 4.104 0.098 0.462
H18 4.743 0.904 1.907
H19 1.952 1.284 0.676
H20 3.264 2.448 0.588

=====

No. 5
Density functional theory data (ωB97M-V with the def2-TZVPD basis set) for C11H20MnN3O4PS4 as an isolated structure.

Calculated values
net charge = +2
spin multiplicity = 2
E_LUMO (spin up / spin down) = -8.84 / -8.80 eV
orbital gap (spin up / spin down) = 6.33 / 6.34 eV
energy relative to the best compared isomer or geometry (same formula, charge and spin) = 0.0835 eV
highest occupied orbital energy (spin up / spin down) = -0.5577 / -0.5563 Ha

Element x y z (Å)
Mn1 1.421 0.586 -0.243
C1 1.217 4.695 0.072
C2 1.412 3.368 0.775
C3 2.170 3.494 2.085
O1 2.147 2.454 -0.129
C4 0.067 2.684 1.022
O2 -0.821 3.233 1.604
O3 -0.028 1.440 0.551
H1 2.176 5.195 -0.073
H2 0.585 5.330 0.691
H3 0.732 4.560 -0.894
H4 3.136 3.977 1.922
H5 2.328 2.521 2.553
H6 1.594 4.113 2.770
H7 3.073 2.726 -0.172
S1 2.837 -0.308 -1.921
S2 4.674 0.222 -1.399
S3 5.672 -1.487 -0.968
S4 4.558 -2.973 -1.097
O4 3.082 -0.590 1.916
C5 2.449 -0.145 1.092
C6 -2.190 -3.379 0.350
N1 -2.489 -1.954 0.848
C7 -3.410 -1.270 -0.188
N2 -2.820 -1.305 -1.478
C8 -2.542 -2.680 -1.888
N3 -1.631 -3.347 -0.955
C9 -0.270 -2.808 -1.003
P1 -0.273 -1.024 -0.529
C10 -1.226 -1.173 1.051
C11 -1.652 -0.433 -1.605
H8 -3.144 -3.907 0.348
H9 -1.515 -3.835 1.073
H10 -2.990 -2.011 1.737
H11 -3.573 -0.251 0.159
H12 -4.344 -1.830 -0.172
H13 -2.104 -2.681 -2.885
H14 -3.478 -3.237 -1.921
H15 0.127 -2.923 -2.012
H16 0.380 -3.374 -0.332
H17 -1.472 -0.168 1.394
H18 -0.631 -1.677 1.814
H19 -1.328 -0.412 -2.647
H20 -1.906 0.587 -1.314

=====

No. 6
Density functional theory data (ωB97M-V with the def2-TZVPD basis set) for one molecule with the formula C11H20N2O3S at a distorted geometry.

Calculated values
spin multiplicity = 1
E_LUMO = 0.53 eV
orbital gap = 9.15 eV
SMILES = CCCC/N=C1/SC[C@H]2[C@H](O)[C@@H](O)[C@H](CO)N12
energy relative to the best compared isomer or geometry (same formula, charge and spin) = 2.7652 eV
highest occupied orbital energy = -0.3166 Ha

Element x y z (Å)
N1 0.474 1.681 1.621
O1 -0.195 -2.134 1.209
O2 -0.797 0.796 -2.550
O3 -3.584 -1.316 -1.406
S1 -1.857 2.702 1.321
C1 -0.694 1.413 1.127
N2 -1.195 0.298 0.489
C2 3.440 -1.109 -0.099
C3 1.514 0.668 1.716
C4 3.816 0.057 0.839
C5 2.691 1.108 0.844
C6 -0.508 -1.964 -0.164
C7 -3.043 1.862 0.235
C8 -0.455 -0.473 -0.544
C9 -1.294 -0.325 -1.824
C10 -2.766 -0.102 -1.335
C11 -2.604 0.411 0.133
H1 -0.612 -1.400 1.703
H2 -0.751 1.552 -1.995
H3 -3.437 -1.789 -2.258
H4 2.691 -1.755 0.349
H5 4.351 -1.710 -0.317
H6 3.140 -0.712 -1.081
H7 1.844 0.610 2.749
H8 1.205 -0.332 1.427
H9 4.019 -0.314 1.826
H10 4.743 0.530 0.515
H11 2.348 1.315 -0.182
H12 3.072 2.029 1.294
H13 -1.539 -2.322 -0.372
H14 0.183 -2.526 -0.753
H15 -3.038 2.361 -0.743
H16 -4.064 1.869 0.571
H17 0.569 -0.167 -0.723
H18 -1.184 -1.194 -2.463
H19 -3.298 0.642 -1.943
H20 -3.184 -0.260 0.783

=====

No. 7
Density functional theory data (ωB97M-V with the def2-TZVPD basis set) for C11H20N2O5S4TeTi as an isolated structure at a distorted geometry.

Calculated values
spin multiplicity = 1
E_LUMO (spin up / spin down) = -0.26 / -0.26 eV
orbital gap (spin up / spin down) = 6.87 / 6.87 eV
energy relative to the best compared isomer or geometry (same formula, charge and spin) = 0.3850 eV
highest occupied orbital energy (spin up / spin down) = -0.2619 / -0.2620 Ha

Element x y z (Å)
Ti1 -1.340 -1.166 -0.125
C1 0.246 1.131 -2.352
C2 1.635 1.649 -1.994
O1 2.203 0.807 -0.981
C3 3.305 1.373 -0.337
C4 3.413 0.713 1.045
O2 2.251 1.026 1.792
C5 1.592 -0.027 2.435
C6 0.181 0.394 2.641
O3 -0.487 0.686 1.401
C7 -0.176 1.977 0.869
C8 -0.863 2.091 -0.457
O4 -0.631 0.933 -1.246
H1 -0.158 1.799 -3.117
H2 0.438 0.027 -2.723
H3 2.326 1.711 -2.858
H4 1.584 2.660 -1.667
H5 4.250 1.215 -0.852
H6 3.199 2.431 -0.200
H7 3.480 -0.314 0.830
H8 4.247 1.235 1.593
H9 1.602 -0.870 1.735
H10 2.161 -0.291 3.342
H11 -0.231 -0.482 3.033
H12 0.129 1.221 3.320
H13 -0.569 2.795 1.552
H14 0.928 2.082 0.884
H15 -1.987 2.123 -0.320
H16 -0.537 3.025 -0.896
O5 -1.632 -5.997 1.953
C9 -1.382 -5.194 1.084
S1 -2.464 -4.822 -0.284
C10 -1.546 -3.499 -0.879
C11 -0.299 -3.340 -0.375
S2 0.861 -2.057 -0.645
S3 0.164 -4.383 0.897
S4 -2.169 -2.269 -2.008
N1 -3.401 0.690 -1.942
N2 -3.332 0.083 -0.640
H17 -4.269 0.346 -2.424
H18 -2.575 0.335 -2.478
H19 -4.086 -0.632 -0.573
H20 -3.564 0.792 0.050
Te1 -2.498 -2.005 1.917